A 13-piece molecular cluster, C5H37N2O13 overall. Source: OMol25; level of theory: wB97M-V/def2-TZVPD.

Last column: Mulliken charge in e.
Atoms and positions in Å:
C -1.34 2.31 1.52  -0.8559
O -1.13 1.25 2.45  -0.4942
C -0.36 2.21 0.28  -1.3817
C 0.28 0.80 0.24  1.0309
C -0.51 -0.10 -0.70  -0.8360
N -0.37 -3.03 -0.36  -0.1745
C -1.40 -2.32 0.18  -0.0315
N -1.42 -0.98 0.00  0.2299
H -1.13 3.38 1.72  0.2511
H -2.22 2.01 1.25  0.7927
H -0.67 1.55 3.27  0.3010
H 0.57 2.75 0.52  0.2977
H -0.77 2.41 -0.63  0.6240
H 1.38 0.70 -0.20  -0.3791
H 0.14 0.44 1.35  0.0553
H -1.07 0.45 -1.57  0.0485
H 0.04 -0.53 -1.57  0.3871
H 0.28 -2.46 -0.81  0.2087
H -0.47 -3.94 -0.66  0.2424
H -2.26 -2.73 0.77  0.3868
H -1.94 -0.42 0.62  0.1451
H -0.71 -2.23 -4.36  0.2631
H -1.60 -2.39 -3.16  0.2633
O -0.77 -2.09 -3.38  -0.4975
H 3.44 0.59 2.05  0.2627
H 4.17 1.71 1.25  0.2980
O 3.33 1.27 1.36  -0.5360
H -3.44 -3.93 -2.43  0.3141
H -3.09 -4.89 -1.32  0.3006
O -2.65 -4.22 -1.95  -0.6145
H 1.40 0.12 -4.25  0.2378
H 2.27 0.37 -3.12  0.2583
O 1.35 0.44 -3.35  -0.5129
H 1.76 -2.60 1.21  0.2644
H 1.48 -1.42 2.14  0.2167
O 1.26 -1.85 1.35  -0.4380
H 3.51 -4.91 0.47  0.3390
H 2.51 -4.09 -0.38  0.3003
O 3.07 -3.94 0.42  -0.6702
H 0.32 4.17 -4.36  0.3089
H 0.78 2.65 -3.87  0.3268
O 0.93 3.60 -3.80  -0.6951
H -2.70 -0.86 3.74  0.3373
H -3.77 -1.82 3.63  0.3008
O -3.25 -1.27 2.98  -0.6200
H -2.33 1.30 4.09  0.4905
H -2.45 0.80 5.72  0.2788
O -2.26 0.61 4.72  -0.6579
H 3.78 0.99 -1.04  0.2596
H 4.03 2.05 -2.13  0.3614
O 4.03 1.85 -1.12  -0.6703
H 3.64 3.11 -4.25  0.2940
H 2.52 2.89 -3.22  0.4327
O 3.37 2.50 -3.53  -0.6542
H -2.67 3.66 3.09  0.3619
H -3.92 2.77 2.70  0.3377
O -3.32 3.00 3.49  -0.6902

Calculated values
relative energy (zero: lowest compared OMol25 entry of this formula, charge and spin): 7.4560 eV
total charge: +1
HOMO-LUMO gap: 10.01 eV